Entry 1:
An isolated molecule of C19H22F4N2O2S, computed with the ωB97M-V functional and the def2-TZVPD basis.

Its structure (SMILES) is C[C@@](F)(C(=O)N[C@H]1CN(C(=O)C2CCSCC2)Cc2ccccc21)C(F)(F)F. For the relative energy (zero: lowest compared OMol25 entry of this formula, charge and spin), the calculation gives 11.7 kcal per mole. Its orbital gap is 0.33404 Eh. As for the HOMO energy: -0.3116 Ha.

```
50
Properties=species:S:1:pos:R:3:forces:R:3
S 4.51143 -3.39269 0.33827 0.0028 -0.0002 -0.0013
F 0.75512 0.57376 -4.11351 -0.0005 -0.0021 -0.0031
F 1.20774 0.54772 -1.99673 0.0010 -0.0041 0.0006
F -0.39045 2.80749 -1.64890 0.0001 -0.0007 -0.0050
F 1.66779 2.29409 -3.18176 0.0018 0.0021 -0.0005
O 2.18486 0.91824 1.54088 -0.0043 0.0017 -0.0052
O -1.76676 -0.13285 -2.98696 -0.0003 0.0000 -0.0016
N 0.16732 0.14949 0.90644 -0.0143 -0.0022 -0.0112
N -2.11005 0.92437 -0.99835 0.7114 0.4992 0.2475
C -2.67814 0.20611 1.23955 -0.0096 -0.0072 0.0048
C -3.67422 1.04738 3.68346 -0.0026 -0.0009 0.0006
C -1.58597 0.81386 -2.25540 0.3970 -0.6347 0.2330
C -3.99508 -0.06709 1.58218 0.0042 0.0002 -0.0021
C -2.07493 -0.22243 -0.06851 -0.6181 -0.1942 -0.2545
C -1.14109 2.68108 -3.89473 0.0007 -0.0036 0.0062
C 2.20865 -1.14099 0.33178 -0.0075 0.0099 0.0064
C 3.63220 -0.79306 -0.09668 -0.0036 0.0094 -0.0066
C -2.35656 1.31268 3.34409 0.0039 0.0013 -0.0007
C 1.53335 0.07198 0.95074 0.0250 -0.0004 0.0094
C -4.49609 0.35582 2.80319 -0.0006 0.0009 0.0026
C 2.18433 -2.27984 1.36338 -0.0113 -0.0019 -0.0027
C -0.43649 1.21151 1.71314 0.0078 0.0034 0.0031
C 4.32356 -1.97181 -0.76577 0.0054 -0.0028 0.0000
C 2.77446 -3.56702 0.80471 -0.0010 -0.0039 0.0045
C -1.85112 0.89707 2.11815 0.0000 0.0016 -0.0046
C -0.60634 1.92100 -2.69964 -0.4959 0.3460 -0.2321
C 0.77210 1.31583 -3.00858 0.0034 -0.0009 0.0050
C -0.67538 -0.78050 0.16745 0.0004 -0.0133 -0.0018
H 2.74693 -1.96668 2.24630 0.0052 0.0011 -0.0022
H -2.67125 -1.01901 -0.51357 0.0005 -0.0036 0.0061
H -1.83891 1.78483 -0.54057 -0.0027 -0.0030 -0.0002
H 3.60048 0.05035 -0.79105 -0.0002 -0.0017 -0.0011
H -4.05924 1.37279 4.64102 -0.0001 0.0002 -0.0001
H 5.33357 -1.70293 -1.07450 -0.0005 0.0016 0.0002
H 1.65885 -1.47516 -0.55132 0.0006 -0.0027 -0.0031
H 4.20007 -0.46699 0.77477 0.0018 -0.0062 0.0030
H -4.62614 -0.61032 0.88871 -0.0011 0.0001 0.0011
H 0.18814 1.35712 2.59242 -0.0021 -0.0011 0.0021
H -1.37858 1.97819 -4.69054 0.0018 0.0035 -0.0037
H -5.52249 0.14292 3.07117 0.0001 -0.0003 -0.0001
H -0.39600 2.16162 1.16451 -0.0007 0.0005 0.0026
H -0.22844 -1.01229 -0.79722 0.0081 0.0047 0.0029
H -0.80096 -1.72476 0.70917 -0.0047 0.0018 0.0025
H -2.04942 3.20545 -3.60148 -0.0001 0.0008 0.0003
H -0.40636 3.40356 -4.24497 -0.0006 0.0009 -0.0016
H 2.20009 -3.90485 -0.06254 0.0008 0.0020 -0.0015
H -1.71181 1.84147 4.03597 -0.0012 -0.0001 0.0007
H 2.74271 -4.36240 1.54940 -0.0004 0.0012 0.0002
H 1.15486 -2.46932 1.68385 0.0019 -0.0017 -0.0001
H 3.77967 -2.28479 -1.66143 -0.0014 -0.0005 0.0013
```
Positions in Å, forces in eV/Å.

---

Entry 2:
A structure of composition C17H14ClN4O6ReS2, computed with the ωB97M-V functional and the def2-TZVPD basis.

For the relative energy (zero: lowest compared OMol25 entry of this formula, charge and spin), the calculation gives 0.6 kcal per mole. Its charge is +1. The multiplicity is 2. Its orbital gap (spin up / spin down) is 0.24530 / 0.24881 Eh. As for the HOMO energy (spin up / spin down): -0.4383 / -0.4432 Ha.

```
45
Properties=species:S:1:pos:R:3:forces:R:3
Re -0.43592 1.21889 0.79875 -0.9018 -0.0843 0.2168
Cl -1.06448 2.68789 5.16931 -0.0058 0.0123 0.0048
S -2.59339 1.66969 1.21333 0.1787 0.1131 0.0464
S -4.42243 3.36391 -0.31431 0.0285 -0.0255 -0.0401
O 0.30683 2.60813 2.12416 0.1766 -0.0936 -0.0210
O 2.16600 -6.67766 -0.95700 0.0715 -0.0197 0.1033
O -2.55192 -1.41715 0.50151 -0.5228 -0.0361 0.2754
O 0.04505 0.58755 2.83187 0.0100 0.0304 0.0996
O -0.57575 -0.49109 0.02496 0.4466 0.0072 -0.0580
O 0.20514 -7.56169 -1.05643 -0.0511 -0.0758 0.1010
N -1.90931 3.06923 -1.05639 -0.1146 -0.0236 -0.0826
N 1.53015 1.20521 -0.11511 0.3133 0.2753 -0.0023
N 0.95740 -6.63115 -0.88047 -0.0141 0.0776 -0.2927
N -0.70955 2.44549 -0.77514 0.0931 -0.0733 -0.1115
C 3.80081 0.61932 -0.51928 0.0172 0.0098 -0.0192
C 1.18762 -4.22309 -0.44203 0.0001 -0.0129 -0.0039
C 3.82839 1.42861 -1.64344 -0.0037 -0.0103 0.0139
C 0.30326 2.67535 -1.54040 -0.0329 0.0290 0.0188
C 0.30498 1.78141 3.11697 0.1132 -0.1028 -0.0807
C -2.83013 2.74622 -0.20708 -0.0514 0.0611 -0.0229
C -0.76311 -2.86855 -0.08612 0.0393 -0.0906 0.0746
C 2.63335 0.53863 0.22189 -0.0216 0.0244 0.0750
C -4.32324 4.37830 -1.79864 -0.0090 0.0113 -0.0022
C -1.58550 -3.98171 -0.23638 0.0204 -0.0064 0.0410
C -1.41072 -1.56882 0.21443 0.1476 0.0914 -0.3960
C -1.02786 -5.22011 -0.50246 0.0322 0.0148 -0.0010
C 0.34864 -5.31050 -0.59732 -0.0104 0.0132 0.0865
C 1.55136 1.99682 -1.21900 0.0633 -0.0706 -0.0106
C 0.53283 2.26206 4.51220 0.0263 -0.0171 -0.0147
C 2.68644 2.13114 -2.00052 -0.0187 -0.0132 0.0349
C 0.61791 -2.98801 -0.19072 0.0052 -0.0185 -0.0360
H 1.15631 3.15056 4.51124 0.0046 0.0019 0.0041
H -5.32507 4.77437 -1.94980 0.0008 0.0007 0.0084
H -1.63375 -6.10405 -0.63221 -0.0037 -0.0011 -0.0003
H 0.96384 1.47261 5.12008 -0.0206 -0.0041 0.0039
H 4.66969 0.05587 -0.21111 -0.0017 0.0001 -0.0024
H -4.03221 3.77154 -2.65140 0.0013 -0.0084 0.0040
H 2.25569 -4.35866 -0.52059 -0.0033 -0.0011 -0.0073
H 0.21086 3.34211 -2.38982 -0.0198 0.0032 -0.0060
H 2.56520 -0.07129 1.11409 0.0079 -0.0072 -0.0062
H 1.24521 -2.11625 -0.07575 0.0039 0.0146 0.0008
H 4.72798 1.51208 -2.23768 -0.0020 -0.0008 -0.0008
H -3.61938 5.19338 -1.65525 0.0069 -0.0063 0.0076
H -2.65596 -3.86631 -0.14025 -0.0002 0.0080 -0.0020
H 2.66873 2.76968 -2.87266 0.0007 0.0035 -0.0004
```
Positions in Å, forces in eV/Å.

---

Entry 3:
A cluster of 3 separate species, C2BrFNO4 in total at a distorted geometry, computed with the ωB97M-V functional and the def2-TZVPD basis.

For the relative energy (zero: lowest compared OMol25 entry of this formula, charge and spin), the calculation gives 48.6 kcal per mole. Its charge is -1. Its orbital gap (spin up / spin down) is 0.13643 / 0.17125 Eh. As for the HOMO energy (spin up / spin down): -0.1368 / -0.1535 Ha.

```
9
Properties=species:S:1:pos:R:3:forces:R:3
Br 4.71168 -0.56658 0.32665 -0.2267 0.1363 -0.0043
F 1.56742 1.35069 -1.18546 -0.2144 -0.4017 0.3585
O 0.01921 2.49587 0.42564 0.0769 -1.9248 -0.2351
O -0.67588 0.46550 0.96335 0.4167 1.7013 -0.5987
O -1.12152 -1.30805 -1.22792 -0.0458 1.0959 -1.6286
O -0.75945 -2.22117 0.82493 0.5803 -0.8157 1.9876
N 0.07731 1.25688 0.36200 -2.9979 2.2466 3.0467
C 1.07739 0.52863 -0.30537 3.0067 -1.2059 -2.4615
C -0.87137 -1.67821 -0.17008 -0.5957 -0.8322 -0.4646
```
Positions in Å, forces in eV/Å.

---

- Which value of relative energy (zero: lowest compared OMol25 entry of this formula, charge and spin) does entry 2 give?
  0.6 kcal per mole

---

- What is the formula in the first record?
  C19H22F4N2O2S